Record 1
Formula: C3H8N2S2
Source: the Open Molecules 2025 dataset
Level of theory: ωB97M-V/def2-TZVPD

The LUMO energy is 0.7981 eV. As for the HOMO-LUMO gap: 9.60 eV. For the HOMO energy, the calculation gives -8.8 eV. Its SMILES is C=NNC(C)(S)S. For the energy above the lowest of the compared OMol25 structures with the same formula, charge and spin, the calculation gives 1.752 eV.

Positions of all 15 atoms, in Å:
1 C 2.41150 -0.93845 0.83499
2 C -0.80097 0.09288 -0.12960
3 C -1.25137 1.04327 -1.22322
4 N 1.18810 -0.65521 0.93403
5 N 0.60545 0.17516 0.05456
6 S -1.34121 -1.62780 -0.62579
7 S -1.67318 0.46543 1.46093
8 H 3.05628 -0.57589 0.03293
9 H 2.84649 -1.55897 1.59715
10 H -0.97748 2.06870 -0.98006
11 H -2.32995 0.98055 -1.34521
12 H -0.78244 0.76313 -2.16555
13 H -1.15938 -2.15949 0.57949
14 H 1.13024 0.40655 -0.79125
15 H -0.92207 1.52013 1.76660

***

Record 2
Formula: C3H7IN
Source: the Open Molecules 2025 dataset
Level of theory: ωB97M-V/def2-TZVPD

The LUMO energy is -5.4488 eV. As for the HOMO-LUMO gap: 8.41 eV. For the HOMO energy, the calculation gives -13.9 eV. Its SMILES is CC(=[NH2+])CI. For the energy above the lowest of the compared OMol25 structures with the same formula, charge and spin, the calculation gives 1.747 eV. As for the charge: +1.

Positions of all 12 atoms, in Å:
1 C 0.25724 0.14018 -0.06570
2 C -1.04083 0.65970 0.46679
3 C 0.82454 -1.17277 0.36976
4 N 0.69068 0.80328 -1.08732
5 I -2.59631 -0.13489 -0.74991
6 H -1.53017 0.17898 1.55160
7 H -1.07743 1.71983 0.73986
8 H 1.79530 -1.45986 0.14291
9 H 0.10420 -1.99900 0.40050
10 H 0.88332 -0.80450 1.32619
11 H 0.01529 1.31672 -1.61093
12 H 1.67418 0.75233 -1.48375

***

Record 3
Formula: C25H24N2O7S
Source: the Open Molecules 2025 dataset
Level of theory: ωB97M-V/def2-TZVPD

The LUMO energy is -0.8888 eV. As for the HOMO-LUMO gap: 7.53 eV. For the HOMO energy, the calculation gives -8.4 eV. Its SMILES is CCOc1cc(/C=C2/SC(=O)N(CC(=O)N3CCc4ccccc4C3)C2=O)ccc1OCC(=O)O. For the energy above the lowest of the compared OMol25 structures with the same formula, charge and spin, the calculation gives 0.000 eV.

Positions of all 59 atoms, in Å:
1 C -6.45807 -2.30940 1.17539
2 C -5.04136 -1.76865 1.26969
3 O -5.00955 -0.52185 0.59466
4 C -3.83137 0.14483 0.47246
5 C -2.61893 -0.30026 0.96774
6 C -1.42180 0.40956 0.76736
7 C -1.47096 1.59392 0.02855
8 C -2.67607 2.05368 -0.45874
9 C -3.85965 1.36410 -0.23760
10 O -4.99847 1.90233 -0.78591
11 C -6.20657 1.83858 -0.04755
12 C -7.10784 0.68012 -0.50137
13 O -8.07694 0.33936 0.11010
14 O -6.73768 0.13844 -1.65577
15 H -5.91083 0.55849 -1.95875
16 H -6.03593 1.77351 1.02889
17 H -6.74115 2.77223 -0.25792
18 H -2.72673 2.97145 -1.02281
19 H -0.57503 2.16125 -0.14750
20 C -0.23401 -0.17725 1.32798
21 C 1.06600 0.19911 1.39288
22 C 1.78313 1.39582 0.94694
23 O 1.33689 2.37036 0.37919
24 N 3.13104 1.29546 1.24562
25 C 3.59207 0.14566 1.83130
26 O 4.72726 -0.12261 2.08856
27 S 2.20652 -0.92000 2.15138
28 C 4.05258 2.37421 0.92891
29 H 4.42222 2.82130 1.85662
30 H 3.49266 3.12478 0.36490
31 C 5.28855 1.87365 0.16679
32 O 6.40166 2.10133 0.58603
33 N 5.06463 1.19697 -0.98202
34 C 3.78830 0.95282 -1.60838
35 C 3.32185 -0.45880 -1.35168
36 C 1.97358 -0.77716 -1.44512
37 C 1.53849 -2.06603 -1.19926
38 C 2.45679 -3.04514 -0.85832
39 C 3.80053 -2.73274 -0.77409
40 C 4.25334 -1.44185 -1.02267
41 C 5.71854 -1.12233 -0.88225
42 C 6.06983 0.25917 -1.44145
43 H 6.07343 0.25305 -2.53488
44 H 7.04270 0.58860 -1.07634
45 H 5.96470 -1.13652 0.18490
46 H 6.31773 -1.89214 -1.37173
47 H 4.51639 -3.49610 -0.50674
48 H 2.12483 -4.05241 -0.65710
49 H 0.48676 -2.30090 -1.26664
50 H 1.26339 -0.00509 -1.70755
51 H 3.92469 1.09108 -2.69137
52 H 3.04014 1.67906 -1.29278
53 H -0.41802 -1.14011 1.79398
54 H -2.58056 -1.22566 1.52015
55 H -4.75156 -1.62762 2.31980
56 H -4.33599 -2.46436 0.79565
57 H -7.16094 -1.60409 1.60938
58 H -6.52332 -3.25607 1.70363
59 H -6.73191 -2.45915 0.13486

***

Record 4
Formula: C2H6O2
Source: the Open Molecules 2025 dataset
Level of theory: ωB97M-V/def2-TZVPD

The LUMO energy is -0.9285 eV. As for the HOMO-LUMO gap: 9.43 eV. For the HOMO energy, the calculation gives -10.4 eV. For the energy above the lowest of the compared OMol25 structures with the same formula, charge and spin, the calculation gives 6.225 eV.

Positions of all 10 atoms, in Å:
1 O -1.47499 -1.12784 -1.18397
2 C 0.87159 -0.52257 0.23045
3 C 1.34077 -0.38020 1.55247
4 H -0.53154 -1.31408 -0.76638
5 H 2.37199 -0.13276 1.87926
6 H -1.46609 -0.14538 -1.07796
7 H 1.48828 -1.42702 0.63396
8 H 0.29219 0.96804 0.01418
9 H -0.12069 2.64306 -0.14456
10 O -0.43855 1.73093 -0.22053

***

Record 5
Formula: C4H6N4
Source: the Open Molecules 2025 dataset
Level of theory: ωB97M-V/def2-TZVPD

The LUMO energy is 0.5063 eV. As for the HOMO-LUMO gap: 9.18 eV. For the HOMO energy, the calculation gives -8.7 eV. Its SMILES is [H]/N=C/n1cncc1N. For the energy above the lowest of the compared OMol25 structures with the same formula, charge and spin, the calculation gives 4.350 eV.

Positions of all 14 atoms, in Å:
1 C -0.95901 0.33117 -0.26896
2 C -1.79356 -0.82659 -0.21039
3 C 0.11656 -1.67126 0.13018
4 C 1.66103 0.33622 -0.02737
5 H -1.85976 1.85942 1.06381
6 H -1.17871 2.56445 -0.70382
7 H -2.97645 -0.97804 -0.30977
8 H 1.07543 -2.41722 0.66357
9 H 1.64735 1.53881 -0.08288
10 H 3.54906 0.06749 -0.29873
11 N -1.17573 1.82537 0.12724
12 N -1.16430 -1.97510 -0.06389
13 N 0.40388 -0.34594 0.12851
14 N 2.65420 -0.30877 -0.14753

***

Record 6
Formula: C11H22GdN6O5S2
Source: the Open Molecules 2025 dataset
Level of theory: ωB97M-V/def2-TZVPD

Its spin multiplicity is 8. The LUMO energy (alpha / beta) is -2.9044 / -4.3856 eV. As for the expectation value of S²: 16.0576. As for the HOMO-LUMO gap (alpha / beta): 7.53 / 5.96 eV. For the HOMO energy (alpha / beta), the calculation gives -10.4 / -10.4 eV. As for the charge: +1.

Positions of all 47 atoms, in Å:
1 O 0.69901 -1.33594 -5.10576
2 H 0.93958 -2.23126 -4.64721
3 Gd 0.15200 -0.34767 0.04706
4 N -0.65855 1.82217 -0.32191
5 N -1.49192 -0.19495 -1.66507
6 O -0.41500 2.89357 0.57287
7 O -2.12794 -1.32625 -1.93123
8 C -1.48869 2.14381 -1.34056
9 C -1.91630 1.02025 -2.14377
10 C -2.03119 3.51421 -1.54986
11 C -2.77516 1.21987 -3.35083
12 H -1.64884 4.17336 -0.78124
13 H -3.12100 3.54785 -1.47347
14 H -1.78846 3.93329 -2.53420
15 H -2.95309 0.26978 -3.85918
16 H -2.32353 1.91656 -4.07368
17 H -3.75177 1.63859 -3.07112
18 H 0.23170 2.58673 1.26595
19 H 0.24024 -1.06390 -4.15143
20 O -1.81716 -0.44625 1.53752
21 H -2.22500 0.32971 1.94763
22 H -1.93699 -1.14737 2.18289
23 C 2.16877 -0.26723 -0.75128
24 H 1.60591 -1.22199 -1.08094
25 H 1.58303 0.54942 -1.26677
26 H 3.21397 -0.26920 -1.14998
27 O 3.61526 3.14011 0.99559
28 H 3.50443 3.78177 0.26935
29 H 4.47713 2.74024 0.80227
30 N 1.55046 1.95731 2.31042
31 C 1.57640 0.67369 2.82116
32 N 1.24328 -0.38696 2.11243
33 C 1.23240 -1.57892 2.85581
34 C 1.47243 -1.36550 4.19912
35 S 1.73982 0.31320 4.54257
36 C 0.72565 -2.74319 2.18094
37 C 0.51566 -4.01859 2.66938
38 S -0.32413 -5.01777 1.52954
39 C -0.34399 -3.68344 0.40168
40 N 0.19792 -2.57302 0.88831
41 N -0.97602 -3.76254 -0.77924
42 H 1.58830 2.67742 3.02489
43 H 2.26542 2.16126 1.61016
44 H 1.46232 -2.14085 4.96055
45 H 0.78558 -4.36809 3.65559
46 H -1.44349 -4.61025 -1.03172
47 H -1.22847 -2.90306 -1.32325

***

What are the total energy values for these records? In order: -1024.9366 -470.6391 -2001.5035 -230.0519 -374.9015 -2698.7880 hartree.